13 unconnected molecules or ions with the total composition C15H56N22O15 at a distorted geometry, computed with the ωB97M-V functional and the def2-TZVPD basis.

Computed properties:
* gap between HOMO and LUMO: 8.16 eV
* LUMO: -0.418 eV
* HOMO: -8.6 eV
* E: -2938.7654 Eh

Bonds (Å) are listed after each position.
Cartesian coordinates (Å):
1 C -5.46016 2.81750 0.03629  O2 1.218, N3 1.306, N4 1.329
2 O -5.58474 4.02943 0.03293  C1 1.218
3 N -6.50571 2.03537 0.07025  C1 1.306, H5 1.007, H6 1.007
4 N -4.26612 2.23998 0.11949  C1 1.329, H7 1.007, H8 1.011
5 H -7.37836 2.50301 -0.11549  N3 1.007
6 H -6.46904 1.02998 0.10415  N3 1.007
7 H -3.40074 2.71955 -0.06887  N4 1.007
8 H -4.27660 1.23180 0.03853  N4 1.011
9 C -0.34627 4.15437 2.98361  O10 1.201, N11 1.332, N12 1.341
10 O 0.29346 4.86501 2.25629  C9 1.201
11 N -1.37977 3.45776 2.51394  C9 1.332, H13 1.007, H14 1.009
12 N -0.10796 3.90238 4.27896  C9 1.341, H15 1.006, H16 1.007
13 H -1.76074 2.77876 3.15269  N11 1.007
14 H -1.81290 3.64296 1.62166  N11 1.009
15 H -0.72022 3.33124 4.83725  N12 1.006
16 H 0.51733 4.48457 4.81246  N12 1.007
17 C 3.24445 0.53672 3.41279  O18 1.215, N19 1.308, N20 1.292
18 O 3.76357 -0.00454 4.36876  C17 1.215
19 N 3.71071 1.65684 2.92285  C17 1.308, H21 1.009, H22 1.008
20 N 2.14386 0.14365 2.86253  C17 1.292, H23 1.007, H24 1.008
21 H 3.67852 1.81168 1.92660  N19 1.009
22 H 4.52393 2.00636 3.40540  N19 1.008
23 H 1.60127 0.80908 2.33633  N20 1.007
24 H 1.80057 -0.77859 3.08306  N20 1.008
25 C 0.97828 -0.63677 -4.91893  O26 1.223, N27 1.339, N28 1.316
26 O 0.84694 -0.85021 -6.11640  C25 1.223
27 N 2.09816 -0.90338 -4.23467  C25 1.339, H29 1.006, H30 1.007
28 N 0.09595 0.06400 -4.23916  C25 1.316, H31 1.005, H32 1.011
29 H 2.88621 -1.42948 -4.57226  N27 1.006
30 H 1.99365 -0.75660 -3.24388  N27 1.007
31 H -0.83376 0.23679 -4.57977  N28 1.005
32 H 0.33128 0.29335 -3.28267  N28 1.011
33 C 2.73714 4.18015 -0.91209  O34 1.240, N35 1.290, N36 1.344
34 O 3.17878 3.25106 -1.60444  C33 1.240
35 N 1.62190 4.05018 -0.27684  C33 1.290, H37 1.008, H38 1.010
36 N 3.25824 5.41310 -0.79135  C33 1.344, H39 1.006, H40 1.006
37 H 0.94053 3.36171 -0.55697  N35 1.008
38 H 1.17418 4.71723 0.33598  N35 1.010
39 H 2.60282 6.08051 -0.42010  N36 1.006
40 H 4.08037 5.69510 -1.29858  N36 1.006
41 C -1.53414 3.98677 -1.54991  O42 1.231, N43 1.341, N44 1.326
42 O -1.57655 3.66676 -0.36225  C41 1.231
43 N -1.86133 5.20022 -2.01622  C41 1.341, H45 1.007, H46 1.006
44 N -0.95334 3.22221 -2.46397  C41 1.326, H47 1.011, H48 1.007
45 H -2.38234 5.83409 -1.43245  N43 1.007
46 H -1.62478 5.34307 -2.98331  N43 1.006
47 H -0.56660 2.32318 -2.21219  N44 1.011
48 H -1.01570 3.56210 -3.40941  N44 1.007
49 C 3.73640 -3.59934 2.84899  O50 1.205, N51 1.332, N52 1.342
50 O 4.59560 -3.58094 2.00429  C49 1.205
51 N 2.44828 -3.31549 2.66321  C49 1.332, H53 1.010, H54 1.005
52 N 3.97203 -4.11043 4.06690  C49 1.342, H55 1.006, H56 1.006
53 H 2.25981 -3.04666 1.70771  N51 1.010
54 H 1.69362 -3.50884 3.29838  N51 1.005
55 H 3.14085 -4.45218 4.51825  N52 1.006
56 H 4.93315 -4.30640 4.29104  N52 1.006
57 C -1.23946 -2.90297 2.74555  O58 1.212, N59 1.329, N60 1.317
58 O -0.39973 -2.03303 2.66228  C57 1.212
59 N -1.78553 -3.61002 1.76134  C57 1.329, H61 1.010, H62 1.006
60 N -1.86203 -3.06789 3.89398  C57 1.317, H63 1.008, H64 1.008
61 H -1.42025 -3.45333 0.83253  N59 1.010
62 H -2.67760 -4.04316 1.93133  N59 1.006
63 H -2.66571 -3.64983 4.06990  N60 1.008
64 H -1.63572 -2.49954 4.69468  N60 1.008
65 C 0.01104 0.17423 -0.38702  O66 1.240, N67 1.309, N68 1.333
66 O 0.31144 0.56440 -1.52464  C65 1.240
67 N 0.27831 -1.04690 0.00232  C65 1.309, H69 1.009, H70 1.010
68 N -0.50858 0.91941 0.58872  C65 1.333, H71 1.006, H72 1.012
69 H -0.04541 -1.32715 0.91649  N67 1.009
70 H 0.98911 -1.56777 -0.49176  N67 1.010
71 H -0.57198 0.55132 1.52331  N68 1.006
72 H -0.71244 1.86863 0.30424  N68 1.012
73 C -2.20698 -2.78036 -2.52156  O74 1.245, N75 1.313, N76 1.306
74 O -1.34166 -3.48547 -1.97107  C73 1.245
75 N -3.37608 -3.23529 -2.90985  C73 1.313, H77 1.007, H78 1.006
76 N -1.99005 -1.52488 -2.80922  C73 1.306, H79 1.009, H80 1.007
77 H -3.91052 -2.52550 -3.38388  N75 1.007
78 H -3.64682 -4.20356 -2.88394  N75 1.006
79 H -1.09919 -1.13103 -2.54674  N76 1.009
80 H -2.71949 -1.00606 -3.26970  N76 1.007
81 C 4.67889 0.30466 -1.53331  O82 1.216, N83 1.325, N84 1.315
82 O 5.28837 -0.73778 -1.39135  C81 1.216
83 N 3.35544 0.27706 -1.57867  C81 1.325, H85 1.009, H86 1.006
84 N 5.24194 1.49308 -1.55169  C81 1.315, H87 1.007, H88 1.015
85 H 2.78992 1.11237 -1.55453  N83 1.009
86 H 2.89597 -0.61301 -1.48222  N83 1.006
87 H 6.24667 1.44316 -1.50879  N84 1.007
88 H 4.64571 2.31187 -1.48596  N84 1.015
89 C -3.70088 -1.10240 0.51540  C90 1.513, O92 1.417, H93 1.093, H94 1.093
90 C -4.50039 -1.14568 1.79958  C89 1.513, O91 1.405, H95 1.094, H96 1.089
91 O -5.71911 -1.83073 1.65665  C90 1.405, H97 0.963
92 O -4.47746 -0.57619 -0.54628  C89 1.417, H98 0.960
93 H -3.41695 -2.14235 0.33605  C89 1.093
94 H -2.73534 -0.65434 0.76220  C89 1.093
95 H -4.77890 -0.10811 2.00699  C90 1.094
96 H -3.95143 -1.64600 2.59594  C90 1.089
97 H -6.01711 -1.48996 0.80626  O91 0.963
98 H -4.14044 -0.84314 -1.40437  O92 0.960
99 C 2.08838 -4.23597 -0.81013  C100 1.563, O102 1.377, H103 1.091, H104 1.091
100 C 2.01419 -4.10793 -2.36640  C99 1.563, O101 1.457, H105 1.091, H106 1.092
101 O 3.36051 -4.09401 -2.92240  C100 1.457, H107 0.960
102 O 2.38780 -3.00963 -0.26032  C99 1.377, H108 0.966
103 H 2.83223 -4.99233 -0.55726  C99 1.091
104 H 1.09580 -4.52645 -0.46232  C99 1.091
105 H 1.42941 -3.25169 -2.70460  C100 1.091
106 H 1.58939 -4.99699 -2.83670  C100 1.092
107 H 3.31587 -4.26604 -3.86568  O101 0.960
108 H 3.34296 -2.94547 -0.13276  O102 0.966

Here are the Mulliken charges for atoms 1 to 6, given in e: C 0.539; O -0.733; N -0.314; N -0.166; H 0.219; H 0.185



A single C19H28N6O molecule at a distorted geometry, computed with the ωB97M-V functional and the def2-TZVPD basis.

Computed properties:
* gap between HOMO and LUMO: 8.26 eV
* structure (SMILES): Cc1cc(Nc2cc(C)c(C#N)c(N[C@H](C)CCCC(C)(C)O)n2)n[nH]1
* LUMO: 0.666 eV
* HOMO: -7.6 eV
* E: -1144.6218 Eh

Bonds (Å) are listed after each position.
Cartesian coordinates (Å):
1 C 1.81687 5.87976 -2.42097  C2 1.485, H52 1.086, H53 1.090, H54 1.090
2 C 1.83559 4.41989 -2.15064  C1 1.485, C3 1.374, N6 1.351
3 C 1.47440 3.69206 -1.04204  C2 1.374, C4 1.415, H51 1.070
4 C 1.72064 2.34247 -1.38929  C3 1.415, N5 1.325, N8 1.371
5 N 2.19917 2.25604 -2.62199  C4 1.325, N6 1.343
6 N 2.26192 3.52206 -3.06636  C2 1.351, N5 1.343, H7 1.006
7 H 2.60176 3.70181 -3.99626  N6 1.006
8 N 1.49776 1.28160 -0.54913  C4 1.371, C9 1.366, H50 1.011
9 C 1.60215 -0.05832 -0.79353  N8 1.366, N10 1.333, C44 1.399
10 N 1.26349 -0.81355 0.25108  C9 1.333, C11 1.327
11 C 1.25881 -2.13396 0.11842  N10 1.327, N12 1.351, C40 1.420
12 N 0.88235 -2.87909 1.18051  C11 1.351, H13 1.008, C14 1.444
13 H 0.79573 -3.87443 1.04369  N12 1.008
14 C 0.51504 -2.34459 2.47101  N12 1.444, C15 1.526, C19 1.538, H39 1.095
15 C 0.97610 -3.31726 3.55296  C14 1.526, H16 1.088, H17 1.087, H18 1.087
16 H 0.43964 -4.26035 3.46662  C15 1.088
17 H 0.78909 -2.90331 4.53996  C15 1.087
18 H 2.04103 -3.51382 3.45535  C15 1.087
19 C -0.99546 -2.07562 2.57375  C14 1.538, H20 1.092, C21 1.526, H38 1.093
20 H -1.22440 -1.80328 3.60660  C19 1.092
21 C -1.42773 -0.94990 1.63926  C19 1.526, H22 1.089, H23 1.091, C24 1.526
22 H -1.28566 -1.26957 0.60821  C21 1.089
23 H -0.78172 -0.08690 1.80786  C21 1.091
24 C -2.87701 -0.51748 1.84412  C21 1.526, H25 1.091, H26 1.095, C27 1.543
25 H -3.55985 -1.26760 1.44288  C24 1.091
26 H -3.07674 -0.42906 2.91728  C24 1.095
27 C -3.17715 0.84519 1.18524  C24 1.543, C28 1.528, C32 1.535, O36 1.421
28 C -2.91176 0.81603 -0.31965  C27 1.528, H29 1.086, H30 1.086, H31 1.087
29 H -3.46263 0.00484 -0.78621  C28 1.086
30 H -1.85035 0.68667 -0.50701  C28 1.086
31 H -3.22162 1.75931 -0.76153  C28 1.087
32 C -4.63971 1.22577 1.45197  C27 1.535, H33 1.089, H34 1.086, H35 1.088
33 H -4.84825 1.22561 2.52117  C32 1.089
34 H -5.30909 0.51922 0.96963  C32 1.086
35 H -4.83940 2.22085 1.06111  C32 1.088
36 O -2.31546 1.84255 1.71675  C27 1.421, H37 0.964
37 H -2.47507 1.90627 2.66498  O36 0.964
38 H -1.54452 -2.99070 2.33894  C19 1.093
39 H 1.04478 -1.39150 2.57129  C14 1.095
40 C 1.63202 -2.76404 -1.09813  C11 1.420, C41 1.399, C43 1.404
41 C 1.59895 -4.15932 -1.18876  C40 1.399, N42 1.152
42 N 1.55128 -5.30956 -1.22202  C41 1.152
43 C 2.02129 -1.95900 -2.18044  C40 1.404, C44 1.380, C46 1.496
44 C 2.00343 -0.58798 -2.02450  C9 1.399, C43 1.380, H45 1.075
45 H 2.27655 0.08075 -2.82105  C44 1.075
46 C 2.43766 -2.59508 -3.46843  C43 1.496, H47 1.090, H48 1.087, H49 1.090
47 H 1.65559 -3.25914 -3.83538  C46 1.090
48 H 2.64602 -1.83831 -4.22009  C46 1.087
49 H 3.33206 -3.19938 -3.31681  C46 1.090
50 H 1.13284 1.51062 0.36510  N8 1.011
51 H 1.08224 4.05597 -0.11544  C3 1.070
52 H 1.40273 6.40730 -1.56697  C1 1.086
53 H 1.20900 6.10016 -3.29807  C1 1.090
54 H 2.82562 6.24930 -2.60502  C1 1.090

Here are the natural (NBO) charges for atoms 1 to 6, given in e: C -0.645; C 0.173; C -0.371; C 0.308; N -0.334; N -0.337



2 unconnected molecules or ions with the total composition H4O2, computed with the ωB97M-V functional and the def2-TZVPD basis.

Computed properties:
* gap between HOMO and LUMO: 11.59 eV
* structure (SMILES): O.O
* LUMO: 0.632 eV
* HOMO: -11.0 eV
* E: -152.8733 Eh

Bonds (Å) are listed after each position.
Cartesian coordinates (Å):
1 O -0.63728 1.65332 -0.44871  H2 0.967, H3 0.962
2 H -0.33969 0.74005 -0.33330  O1 0.967
3 H -0.60978 2.02753 0.43678  O1 0.962
4 O 0.31124 -1.15339 0.16324  H5 0.964, H6 0.962
5 H 0.93112 -1.33945 -0.55131  O4 0.964
6 H 0.34438 -1.92806 0.73329  O4 0.962

natural (NBO) charges in e: O -0.954; H 0.486; H 0.464; O -0.955; H 0.478; H 0.482